CF2OS | ωB97M-V with the def2-TZVPD basis set

```
5
Properties=species:S:1:pos:R:3:lowdin_charge:R:1
O 1.452 -0.854 -0.477 0.201
C 0.361 -0.487 -0.555 -0.356
F -0.801 1.874 2.300 -0.605
F -0.513 -0.821 -1.438 0.133
S -1.565 1.032 1.029 0.627
```

Highest occupied orbital energy: -0.363 Ha
Kohn-Sham gap: 6.827 eV
ΔE to the lowest compared entry with this formula, charge and spin: 75.6 kcal/mol
Energy: -711.11458 a.u.
2S+1: 1

CF3IOS | ωB97M-V with the def2-TZVPD basis set

```
7
Properties=species:S:1:pos:R:3:lowdin_charge:R:1
F -0.347 -0.824 1.094 0.135
I -1.571 2.369 1.990 1.241
C -0.251 0.171 0.233 -1.030
O -0.014 3.143 2.190 -0.987
F 0.948 0.651 0.293 0.144
F -0.508 -0.336 -1.079 -0.085
S -1.466 1.363 -0.117 0.582
```

Highest occupied orbital energy: -0.340 Ha
Kohn-Sham gap: 8.622 eV
ΔE to the lowest compared entry with this formula, charge and spin: 66.5 kcal/mol
Energy: -1108.69595 a.u.
2S+1: 1

CF3NNaO4S3Sm | ωB97M-V with the def2-TZVPD basis set

```
14
Properties=species:S:1:pos:R:3:lowdin_charge:R:1
Sm -1.608 0.496 0.407 1.346
F 1.210 -1.105 -1.710 0.089
S 0.704 -1.043 0.887 0.456
S -2.414 2.823 -1.141 0.522
Na 0.942 1.784 -1.075 0.589
O 1.287 -1.791 2.033 -0.338
C 1.617 -1.746 -0.601 -0.682
S -2.243 3.100 0.962 0.567
O -0.723 -1.543 0.557 -0.544
O -2.564 1.560 1.435 -0.862
F 1.409 -3.047 -0.777 0.143
O -1.313 1.601 -1.333 -0.971
N 0.767 0.454 0.828 -0.439
F 2.929 -1.543 -0.475 0.125
```

Highest occupied orbital energy (spin up / spin down): -0.328 / -0.330 Ha
Kohn-Sham gap (spin up / spin down): 8.101 / 8.161 eV
ΔE to the lowest compared entry with this formula, charge and spin: 6.6 kcal/mol
Energy: -2708.24119 a.u.
2S+1: 6

CF3NO | ωB97M-V with the def2-TZVPD basis set

```
6
Properties=species:S:1:pos:R:3:lowdin_charge:R:1
F 1.320 1.346 -0.120 0.173
O -0.912 0.807 -0.142 0.111
F 0.804 -0.682 -0.608 0.177
F -1.114 -2.292 -0.173 0.018
C 0.397 0.406 -0.013 -0.695
N -0.496 0.416 1.056 0.215
```

Highest occupied orbital energy (spin up / spin down): -0.448 / -0.385 Ha
Kohn-Sham gap (spin up / spin down): 11.458 / 6.244 eV
ΔE to the lowest compared entry with this formula, charge and spin: 63.3 kcal/mol
Energy: -467.45867 a.u.
2S+1: 1

CF4NO | ωB97M-V with the def2-TZVPD basis set

```
7
Properties=species:S:1:pos:R:3:lowdin_charge:R:1
N 2.170 0.065 0.389 0.329
F -2.356 -0.961 -0.552 0.221
F -0.632 0.171 -0.352 0.122
C -1.874 0.051 0.087 -0.587
F 1.897 0.330 -0.825 0.290
F 3.252 -0.468 0.509 0.362
O -2.457 0.812 0.744 0.262
```

Highest occupied orbital energy: -0.597 Ha
Kohn-Sham gap: 4.555 eV
ΔE to the lowest compared entry with this formula, charge and spin: 2.2 kcal/mol
Net charge: +1
Energy: -566.98769 a.u.
2S+1: 1

CF4NiO3P | ωB97M-V with the def2-TZVPD basis set

```
10
Properties=species:S:1:pos:R:3:lowdin_charge:R:1
F -1.676 -0.441 -1.385 -0.029
O 0.679 2.363 2.989 0.216
F -0.829 -1.339 0.534 -0.077
O 0.765 0.231 -0.455 -0.266
Ni 1.607 0.662 -2.070 1.248
F 0.232 -2.294 -1.232 -0.041
C 0.007 1.489 2.630 -0.405
P -0.248 -0.837 -0.869 0.436
F 0.249 -0.481 -2.621 -0.272
O -0.787 0.646 2.479 0.189
```

Highest occupied orbital energy (spin up / spin down): -0.573 / -0.573 Ha
Kohn-Sham gap (spin up / spin down): 7.711 / 6.304 eV
Net charge: +1
Energy: -2512.78189 a.u.
2S+1: 3

CF5NS | ωB97M-V with the def2-TZVPD basis set

```
8
Properties=species:S:1:pos:R:3:lowdin_charge:R:1
F 3.400 -0.269 0.134 -0.205
F 1.332 -1.011 -0.586 -0.213
N -1.759 0.598 0.424 0.173
F 1.696 1.290 -0.586 -0.367
F -2.971 -0.033 -1.529 0.191
F 1.852 -1.222 1.717 -0.379
S 1.883 0.009 0.512 1.130
C -2.460 0.280 -0.421 -0.331
```

Highest occupied orbital energy: -0.437 Ha
Kohn-Sham gap: 11.400 eV
ΔE to the lowest compared entry with this formula, charge and spin: 44.6 kcal/mol
Energy: -990.27154 a.u.
2S+1: 1

CFIO | ωB97M-V with the def2-TZVPD basis set

```
4
Properties=species:S:1:pos:R:3:lowdin_charge:R:1
F -2.371 0.222 -2.031 -0.759
O 0.124 0.504 -0.779 -0.087
I -1.182 0.621 -3.517 0.915
C 0.480 -0.536 -1.034 -0.068
```

Highest occupied orbital energy: -0.378 Ha
Kohn-Sham gap: 8.664 eV
ΔE to the lowest compared entry with this formula, charge and spin: 32.3 kcal/mol
Energy: -510.85174 a.u.
2S+1: 1

CFN2OS | ωB97M-V with the def2-TZVPD basis set

```
6
Properties=species:S:1:pos:R:3:lowdin_charge:R:1
O 0.272 -0.994 -0.241 -0.242
C -0.384 -0.011 1.799 -0.413
S 1.229 0.415 -2.091 0.394
F -0.120 0.743 -3.005 -0.710
N -0.498 0.353 2.902 0.077
N -0.498 -0.506 0.636 -0.107
```

Highest occupied orbital energy (spin up / spin down): -0.130 / -0.130 Ha
Kohn-Sham gap (spin up / spin down): 5.922 / 5.915 eV
ΔE to the lowest compared entry with this formula, charge and spin: 41.0 kcal/mol
Net charge: -1
Energy: -720.79035 a.u.
2S+1: 1

CFN3O2 | ωB97M-V with the def2-TZVPD basis set

```
7
Properties=species:S:1:pos:R:3:lowdin_charge:R:1
O 1.869 0.965 0.682 0.176
N -2.425 1.218 -0.032 0.216
N 1.843 0.012 0.055 -0.286
F -0.458 -1.445 0.567 -0.066
C -1.712 0.275 -0.200 -0.321
N -0.856 -0.592 -0.500 0.117
O 2.162 -0.976 -0.434 0.164
```

Highest occupied orbital energy (spin up / spin down): -0.304 / -0.419 Ha
Kohn-Sham gap (spin up / spin down): 5.215 / 11.155 eV
ΔE to the lowest compared entry with this formula, charge and spin: 89.4 kcal/mol
Energy: -452.40473 a.u.
2S+1: 1

CFNO | ωB97M-V with the def2-TZVPD basis set

```
4
Properties=species:S:1:pos:R:3:lowdin_charge:R:1
C -0.984 -1.399 0.387 0.032
O 1.359 0.812 -0.150 0.008
F 1.225 1.914 0.494 -0.058
N -0.656 -0.690 -0.442 0.018
```

Highest occupied orbital energy (spin up / spin down): -0.410 / -0.433 Ha
Kohn-Sham gap (spin up / spin down): 9.418 / 7.320 eV
ΔE to the lowest compared entry with this formula, charge and spin: 100.7 kcal/mol
Energy: -267.62637 a.u.
2S+1: 1

CFNO2 | ωB97M-V with the def2-TZVPD basis set

```
5
Properties=species:S:1:pos:R:3:lowdin_charge:R:1
N 0.926 0.590 0.230 0.033
F -1.484 0.788 -0.049 0.132
O -0.790 -1.247 -0.015 0.194
C -0.506 -0.106 0.013 -0.424
O 1.854 -0.024 -0.180 0.065
```

Highest occupied orbital energy (spin up / spin down): -0.358 / -0.477 Ha
Kohn-Sham gap (spin up / spin down): 10.551 / 10.613 eV
ΔE to the lowest compared entry with this formula, charge and spin: 0.0 kcal/mol
Energy: -343.08328 a.u.
2S+1: 3

CFNO5S2Tl | ωB97M-V with the def2-TZVPD basis set

```
11
Properties=species:S:1:pos:R:3:lowdin_charge:R:1
O -3.500 -0.644 0.207 0.111
S -0.169 1.271 -0.546 0.876
S 2.390 0.094 -0.425 0.629
O -1.629 0.912 -0.008 -0.394
N 0.829 0.512 0.357 -0.543
Tl 0.497 -2.059 0.343 0.826
O -1.487 -1.502 -0.305 -0.238
O 2.263 -1.426 -0.231 -0.776
C -2.331 -0.653 -0.050 -0.608
O 3.391 0.651 0.543 -0.515
F -0.255 2.844 0.115 -0.367
```

Highest occupied orbital energy: -0.165 Ha
Kohn-Sham gap: 7.416 eV
ΔE to the lowest compared entry with this formula, charge and spin: 26.7 kcal/mol
Net charge: -1
Energy: -1537.81702 a.u.
2S+1: 1

CH10BF4N2V | ωB97M-V with the def2-TZVPD basis set

```
19
Properties=species:S:1:pos:R:3:lowdin_charge:R:1
F -3.364 1.776 1.534 0.074
H 2.001 1.595 -0.712 0.029
C 1.287 1.590 0.131 -0.175
H 1.847 1.609 1.077 0.047
F -2.076 1.011 3.375 0.078
H 0.634 2.485 0.075 0.061
V 0.000 0.000 0.000 1.129
H -1.281 -2.370 0.700 0.088
N -0.030 0.261 -2.249 0.051
H 0.312 -0.574 -2.745 0.096
H 0.604 1.025 -2.523 0.088
H -2.483 -1.360 0.236 0.096
H 1.220 -0.868 0.297 0.049
B -2.026 1.702 2.097 -0.984
F -1.507 3.046 2.293 0.081
H -0.941 0.487 -2.675 0.104
N -1.536 -1.676 -0.016 0.012
F -1.158 0.975 1.188 -0.006
H -1.634 -2.202 -0.894 0.080
```

Highest occupied orbital energy (spin up / spin down): -0.554 / -0.554 Ha
Kohn-Sham gap (spin up / spin down): 7.716 / 8.334 eV
Net charge: +1
Energy: -1521.77585 a.u.
2S+1: 2

CH10BN2O3P | ωB97M-V with the def2-TZVPD basis set

```
18
Properties=species:S:1:pos:R:3:lowdin_charge:R:1
N 0.136 1.535 1.948 0.146
N 1.048 -0.036 0.985 -0.276
H -2.459 -2.634 -1.319 0.102
H 2.628 -1.516 -0.249 -0.014
H 2.553 0.676 -0.817 -0.001
H 0.057 -0.130 0.820 -0.002
H -0.703 0.955 1.962 0.122
H 0.347 1.860 2.889 0.121
O -2.729 -1.737 -1.151 0.215
H -0.898 0.635 -0.646 0.039
O -1.725 0.396 -1.054 0.160
H -0.019 2.335 1.337 0.128
H 0.374 0.292 -1.987 0.008
O -0.382 -1.460 -0.996 -0.059
H 0.955 0.949 1.562 -0.151
C 0.658 -0.731 -1.748 -0.347
P 1.773 -0.420 -0.421 0.777
B -1.616 -0.968 -1.116 -0.968
```

Highest occupied orbital energy: -0.249 Ha
Kohn-Sham gap: 6.734 eV
Energy: -745.47098 a.u.
2S+1: 1

CH10ClN2O4Pt | ωB97M-V with the def2-TZVPD basis set

```
19
Properties=species:S:1:pos:R:3:lowdin_charge:R:1
O -0.841 -1.385 2.559 -0.321
H -0.714 -0.163 -2.865 0.075
O -1.572 0.434 3.944 -0.217
H 0.721 0.582 -2.474 0.079
H -2.824 -1.177 -0.103 0.088
H -1.639 -2.104 -0.740 0.086
H 0.507 2.181 -0.249 -0.025
H 0.564 -0.968 -2.132 0.085
N 0.026 -0.100 -2.171 -0.138
Cl -0.717 0.055 2.857 0.778
H 1.831 2.233 1.038 0.047
C 1.548 1.822 0.068 -0.098
H 1.595 0.736 0.150 -0.005
H -1.569 -1.784 0.918 0.046
H 2.308 2.164 -0.634 0.043
Pt -0.773 0.330 -0.395 1.269
N -1.824 -1.400 -0.016 -0.094
O 0.660 0.429 3.099 -0.226
O -1.255 0.802 1.588 -0.472
```

Highest occupied orbital energy (spin up / spin down): -0.347 / -0.560 Ha
Kohn-Sham gap (spin up / spin down): 5.717 / 6.137 eV
ΔE to the lowest compared entry with this formula, charge and spin: 1.4 kcal/mol
Net charge: +1
Energy: -1033.24262 a.u.
2S+1: 5

CH10MgNO | ωB97M-V with the def2-TZVPD basis set

```
14
Properties=species:S:1:pos:R:3:lowdin_charge:R:1
H -2.134 -0.302 0.801 0.032
H -2.253 -1.562 -0.740 -0.073
C -1.276 -1.189 -1.021 -0.389
H -1.363 -0.582 -1.937 -0.067
Mg -0.094 0.090 0.292 -0.138
H 1.248 0.024 2.789 -0.003
H 2.321 0.504 -0.790 0.007
H 1.176 0.474 -1.979 0.025
N 1.367 0.801 -1.026 -0.073
H -0.611 -2.045 -1.225 -0.064
H 1.368 1.823 -1.060 -0.004
H 0.988 1.499 2.407 -0.020
H -1.708 -0.131 1.436 0.001
O 0.972 0.595 2.052 -0.235
```

Highest occupied orbital energy: -0.006 Ha
Kohn-Sham gap: 3.096 eV
ΔE to the lowest compared entry with this formula, charge and spin: 0.0 kcal/mol
Net charge: -1
Energy: -374.07252 a.u.
2S+1: 1

CH10N3 | ωB97M-V with the def2-TZVPD basis set

```
14
Properties=species:S:1:pos:R:3:lowdin_charge:R:1
H -0.613 0.779 0.151 0.119
H -2.097 1.428 -0.492 0.114
N 1.124 0.546 -0.213 0.001
H 1.054 -0.881 1.236 0.137
H -0.465 -1.323 -1.397 0.157
H 1.599 1.057 0.518 0.104
H 1.825 0.635 -0.901 0.091
C 1.009 -0.806 0.126 -0.379
H -1.517 2.298 0.674 0.161
N -1.583 1.327 0.330 0.288
H -2.046 0.829 1.005 0.095
N -0.278 -1.333 -0.297 -0.017
H 1.695 -1.556 -0.253 0.122
H -0.333 -2.222 -0.033 0.008
```

Highest occupied orbital energy: -0.500 Ha
Kohn-Sham gap: 10.215 eV
ΔE to the lowest compared entry with this formula, charge and spin: 29.2 kcal/mol
Net charge: +1
Energy: -208.08804 a.u.
2S+1: 1

CH10N6 | ωB97M-V with the def2-TZVPD basis set

```
17
Properties=species:S:1:pos:R:3:lowdin_charge:R:1
N -1.026 1.249 0.766 0.029
H -0.728 -0.764 -1.542 0.027
N 1.109 -1.062 -1.380 -0.017
H -0.460 1.356 1.603 0.068
H 1.828 1.238 -0.558 0.077
H 1.429 -0.356 -2.082 0.063
N -1.403 -0.181 -1.020 0.041
H -1.416 0.744 -1.440 0.065
H -2.392 -1.217 0.914 0.067
H 1.771 0.701 1.153 0.059
N -0.857 -0.060 0.295 -0.430
C 2.032 0.415 0.141 -0.132
H -0.876 -1.874 1.061 0.063
H -2.004 1.430 1.021 0.075
N -1.420 -1.023 1.161 0.036
N 1.313 -0.781 -0.203 -0.169
H 3.099 0.188 0.113 0.080
```

Highest occupied orbital energy: -0.303 Ha
Kohn-Sham gap: 9.293 eV
ΔE to the lowest compared entry with this formula, charge and spin: 61.3 kcal/mol
Energy: -372.46910 a.u.
2S+1: 1
Structure (SMILES): [H]/N=N\C.NN(N)N

CH10NO3 | ωB97M-V with the def2-TZVPD basis set

```
15
Properties=species:S:1:pos:R:3:lowdin_charge:R:1
O 1.800 1.333 0.550 -0.041
H -0.964 -1.258 1.672 0.193
C -1.618 0.500 0.887 0.106
H -0.241 -0.666 0.039 0.072
H 1.906 1.454 1.466 0.014
H -0.301 -0.351 -2.085 0.108
H 1.131 -2.762 -0.279 0.115
H -1.438 1.399 0.377 0.088
H 1.539 -1.455 -1.065 0.100
N -0.892 -0.542 0.883 0.142
O -0.431 0.472 -1.501 -0.092
O 0.793 -1.858 -0.546 -0.086
H -2.405 0.513 1.726 0.146
H -0.805 1.085 -2.145 0.075
H 1.924 2.137 0.021 0.060
```

Highest occupied orbital energy: -0.552 Ha
Kohn-Sham gap: 10.649 eV
ΔE to the lowest compared entry with this formula, charge and spin: 20.1 kcal/mol
Net charge: +1
Energy: -324.28667 a.u.
2S+1: 1